1.
A molecular structure, C21H21IrN5O2S2. Source: the OMol25 dataset; level of theory: ωB97M-V with the def2-TZVPD basis set.

Computed properties:
**ΔE to the lowest compared entry with this formula, charge and spin**: 58.7 kcal per mole
**Charge**: +1
**HOMO-LUMO gap (alpha / beta)**: 0.2112 / 0.2112 hartree

Each line ends with the Mulliken charge.
CARTESIAN COORDINATES (ANGSTROEM)
Ir: 1.67063 0.36651 -0.72616  0.89
S: -2.54770 -1.82646 0.24827  -0.07
S: -0.39284 -0.55491 -1.48067  -0.25
O: 2.69735 -1.49881 -1.41178  -0.62
O: 0.59651 2.06520 -0.69502  -0.83
N: 5.30733 2.05533 -0.47553  -0.34
N: 4.01769 0.22501 -0.93021  -0.27
N: 4.95106 -1.84529 -1.54675  0.10
N: 0.96807 -0.47592 1.09783  0.03
N: -0.29222 -0.92461 1.13039  -0.70
C: -5.79170 -1.74759 -1.59178  -0.43
C: -3.52852 -0.86035 -0.96837  -0.57
C: -6.86911 -0.89502 0.81626  -0.59
C: -0.14256 2.30438 0.39299  0.78
C: 0.22669 1.75938 1.61971  0.17
C: 1.30251 0.75634 1.52791  0.69
C: 6.38489 -0.01632 -1.07899  -1.10
C: -4.98590 -1.08499 -0.67411  0.10
C: 3.86124 -1.05859 -1.30284  0.39
C: -5.53295 -0.66104 0.53444  -0.21
C: -1.58793 2.86458 2.72117  -0.64
C: -7.13202 -1.97767 -1.31214  -0.58
C: -1.28223 3.10816 0.33417  -0.51
C: 4.71385 -3.23695 -1.94903  -0.90
C: 5.22831 0.77474 -0.82773  1.00
C: -0.47775 2.04439 2.78399  -0.64
C: -0.96925 -1.06789 0.07402  0.53
C: 2.61238 0.95268 2.23180  -1.07
C: -7.67079 -1.55223 -0.10821  -0.42
C: 6.19377 -1.30727 -1.43177  0.08
C: -1.99383 3.37559 1.48841  -0.54
H: -7.28563 -0.56680 1.75949  0.38
H: -3.27134 -1.18927 -1.97263  0.51
H: -2.14261 3.09558 3.61951  0.43
H: -5.36729 -2.08085 -2.53149  0.31
H: 4.18007 -3.26000 -2.89643  0.33
H: 2.68058 1.97312 2.59973  0.37
H: 5.66669 -3.74798 -2.04453  0.31
H: 6.18776 2.54033 -0.47535  0.23
H: -4.90645 -0.15039 1.25673  0.41
H: 7.01951 -1.97107 -1.64614  0.38
H: 2.67532 0.25368 3.06825  0.34
H: -1.58805 3.49549 -0.62914  0.48
H: 7.37612 0.40025 -0.99389  0.37
H: 3.46506 0.75059 1.58332  0.15
H: -0.18214 1.59898 3.72651  0.43
H: -7.75227 -2.49433 -2.03254  0.39
H: 4.45720 2.59021 -0.38783  0.22
H: -8.71390 -1.73450 0.11415  0.38
H: -2.88738 3.98363 1.43306  0.42
H: -3.24142 0.18271 -0.83773  0.41
H: 4.09521 -3.72978 -1.20332  0.32

2.
2 unconnected molecules or ions with the total composition C7H8OS2. Source: the OMol25 dataset; level of theory: ωB97M-V with the def2-TZVPD basis set.

Computed properties:
**ΔE to the lowest compared entry with this formula, charge and spin**: 87.4 kcal per mole
**SMILES string**: SS/C=C1\C=COC1.C#C
**Charge**: 0
**HOMO-LUMO gap**: 0.3005 hartree

Each line ends with the Mulliken charge.
CARTESIAN COORDINATES (ANGSTROEM)
S: -1.94833 3.04813 0.87923  -0.24
S: -0.38213 1.96549 1.58232  -0.13
O: 1.97006 -1.97744 0.09581  -0.33
C: 1.73392 0.21389 0.70090  -0.83
C: 0.41457 -0.35520 0.66667  0.33
C: 0.62501 -1.81930 0.39434  -0.42
C: 2.62460 -0.79282 0.28408  -0.39
C: -2.44945 0.08309 -1.76288  -0.25
C: -1.28506 -0.08007 -2.04274  -0.53
C: -0.65914 0.32394 0.97017  -0.15
H: -3.37725 0.48846 -1.48573  0.43
H: 2.06073 1.15444 0.79563  0.54
H: -1.63678 -0.14170 0.89043  0.47
H: -0.08761 -2.27729 -0.38317  0.29
H: -0.47251 -0.27701 -2.68143  0.39
H: 0.54427 -2.37963 1.43444  0.21
H: 3.54411 -0.65052 -0.16362  0.44
H: -1.21900 3.47352 -0.17447  0.16

3.
A molecular structure, C17H34Br3F3N4O6. Source: the OMol25 dataset; level of theory: ωB97M-V with the def2-TZVPD basis set.

Computed properties:
**Charge**: -1
**Spin multiplicity**: 2
**HOMO-LUMO gap (alpha / beta)**: 0.1417 / 0.2989 hartree

Each line ends with the Mulliken charge.
CARTESIAN COORDINATES (ANGSTROEM)
Br: -2.10909 -1.94433 -0.38559  -0.23
Br: -1.20053 -2.38869 2.68764  -0.34
Br: 0.55216 -0.28549 0.64217  -0.22
F: -6.84432 1.89007 -1.05374  -0.22
F: -8.67404 2.90350 -0.50797  -0.26
F: -8.71541 0.81840 -0.46160  -0.24
O: -6.06073 2.20192 1.33279  -0.24
O: 1.39095 -2.91293 -4.90820  -0.70
O: 3.51111 3.23131 0.88669  -0.65
O: -0.69688 -5.15206 -0.61074  -0.62
O: -8.11806 1.53230 2.13477  -0.53
O: 4.13573 1.21583 -3.59964  -0.65
N: 3.05999 2.63775 -2.22791  -0.15
N: -1.78766 -5.52274 1.36607  -0.09
N: 2.55635 -2.14948 -3.04339  -0.14
N: 3.25341 4.00607 2.99016  -0.19
C: 5.00003 3.47361 -3.40871  -0.99
C: -4.01223 1.38936 2.37695  -1.12
C: 1.41147 -2.37365 -3.77465  0.62
C: 3.21112 3.08560 2.08911  0.73
C: 3.98790 2.32445 -3.09573  0.61
C: -3.18568 -5.24385 0.91579  -0.84
C: -0.72883 -5.45315 0.57999  0.71
C: -5.37612 2.04162 2.60670  -0.40
C: 3.64148 5.39581 2.75529  -0.82
C: 3.91864 -2.11286 -3.65799  -0.92
C: -1.25376 -1.11268 1.18580  0.22
C: -7.89979 1.85049 -0.24836  0.82
C: 2.84900 1.74296 2.65514  -0.94
C: 2.15831 1.66175 -1.58899  -0.71
C: 0.16043 -1.99104 -3.01801  -0.57
C: 0.62017 -5.71700 1.24088  -1.08
C: -7.36745 1.83489 1.23382  0.44
H: -3.85900 -5.87327 1.49766  0.34
H: 2.86158 1.03095 1.82993  0.05
H: 4.71625 4.36627 -2.85130  0.29
H: 0.55225 -6.19598 2.21764  0.35
H: -1.71986 -5.84869 2.31962  0.22
H: 2.84248 3.82682 3.89520  0.26
H: 0.42040 -1.82875 -1.97198  0.00
H: 1.49134 2.34845 -1.06775  0.31
H: -3.22563 2.10202 2.12899  0.31
H: 1.69782 1.06404 -2.37563  0.31
H: 3.57273 1.38417 3.38698  0.35
H: 3.04570 3.54388 -1.78202  0.28
H: 1.21974 -4.82482 1.42155  0.22
H: -1.85602 -0.27564 1.53898  -0.35
H: 3.36474 6.02171 3.60367  0.33
H: -5.94901 1.40734 3.28313  0.33
H: -3.50879 0.89905 3.21017  0.44
H: 1.88388 1.70913 3.16062  0.35
H: 2.65134 1.00820 -0.86936  0.12
H: -0.51182 -2.84483 -3.10291  0.29
H: -3.42573 -4.19570 1.09426  0.21
H: -4.10352 0.55425 1.68243  0.34
H: 3.07998 5.69482 1.87018  0.26
H: 3.96787 -3.01157 -4.27279  0.33
H: 1.20513 -6.43056 0.66060  0.31
H: -5.22483 2.96527 3.16535  0.30
H: 2.49413 -1.82739 -2.08815  0.24
H: 5.05019 3.67595 -4.47860  0.30
H: 4.71312 5.37966 2.55672  0.25
H: -3.29924 -5.33893 -0.16410  0.28
H: -0.29268 -1.04301 -3.30787  0.25
H: 6.02127 3.20361 -3.13988  0.26
H: 4.12283 -1.26219 -4.30820  0.25
H: 4.61368 -2.26203 -2.83169  0.35

Largest force on an atom for every record listed, in sequence, given in eV Å⁻¹: 2.80, 6.51, 4.45.
Electronic energy for every record listed, in sequence, given in eV: -58165.3468, -31101.8752, -254707.1665.